ORCA calculation (the ωB97M-V functional and the def2-TZVPD basis) on C58H74BrHgN5S3SbSi3 as an isolated structure.

* orbital gap (alpha / beta): 3.05 / 5.17 eV
* LUMO (alpha / beta): 3.80 / 3.80 eV
* E: -205684.336 eV
* energy above the lowest of the compared OMol25 structures with the same formula, charge and spin: 303.1 kJ/mol
* largest force on an atom: 0.0111 Eh/bohr

```
! RIJCOSX wB97M-V def2-TZVPD def2/J DEFGRID3
* xyz -2 2
Hg -0.447 0.652 1.459
Sb 0.506 -3.443 1.492
Br -3.024 2.506 2.716
S -1.780 2.448 -1.204
S -0.476 1.987 -3.772
S 0.940 -0.369 -1.452
Si 1.748 -3.159 3.725
Si -3.803 -2.300 1.896
Si 1.752 -5.528 0.683
N -0.008 0.633 -4.039
N -1.420 1.284 -0.376
N -2.233 -0.151 2.771
N 1.088 -0.840 0.055
N -1.666 2.423 -2.817
C 0.341 -1.785 -2.381
C -3.572 -1.581 0.176
C 1.774 -2.087 0.338
C 1.115 -2.701 -3.072
C 2.805 -0.001 -3.506
C -0.015 5.370 0.869
C -2.237 4.545 -6.474
C 0.495 -3.776 -3.701
C -0.995 2.063 -6.435
C 4.068 0.352 -3.957
C -1.481 2.576 -7.633
C -5.563 -1.987 2.480
C 0.879 3.114 -3.357
C -2.515 -1.566 3.108
C -2.929 -1.770 4.551
C 5.102 0.574 -3.055
C -1.137 2.790 -5.270
C 1.962 -6.904 1.957
C -4.238 3.645 -0.639
C 2.472 3.808 -1.697
C 4.724 1.693 2.345
C 3.455 -5.143 -0.027
C -1.206 3.979 -0.733
C -0.110 6.497 0.007
C 3.064 4.660 -2.621
C -5.697 1.476 -1.584
C 4.870 0.456 -1.693
C 2.591 -0.144 -2.140
C -0.551 4.158 0.528
C 2.347 1.668 2.945
C -1.343 5.134 -1.587
C -1.645 -3.013 -2.910
C 1.482 3.947 -4.289
C -1.762 4.029 -5.278
C -2.664 -3.101 5.197
C -3.065 0.691 3.352
C -3.593 2.565 -1.210
C 3.608 0.106 -1.230
C 1.146 -1.685 4.694
C -0.880 -3.932 -3.621
C 1.261 1.358 2.502
C -4.317 1.479 -1.686
C 1.505 -4.708 4.778
C 3.697 3.613 3.580
C -0.800 6.337 -1.210
C -3.577 -4.191 1.865
C -1.038 -1.933 -2.294
C -2.098 3.818 -7.653
C -6.357 2.562 -1.012
C 3.682 2.089 3.401
C -3.651 -0.792 5.118
C 2.575 4.721 -3.917
C 4.026 1.413 4.735
C 3.600 -2.946 3.452
C 1.391 3.025 -2.066
C -5.627 3.642 -0.543
C -3.898 0.444 4.420
C 0.693 -6.217 -0.709
H 2.063 -2.638 -0.563
H -6.135 4.485 -0.088
H 0.932 2.365 -1.339
H 1.183 -7.058 -1.212
H 2.120 -7.854 1.435
H -4.023 -0.909 6.134
H 2.827 -6.724 2.600
H -1.599 -2.135 2.933
H 2.188 -2.577 -3.135
H -2.720 -3.129 -2.847
H -2.478 4.221 -8.584
H 4.685 3.949 3.912
H -4.515 1.226 4.830
H 2.955 3.916 4.320
H 4.110 -2.928 4.421
H -7.437 2.556 -0.925
H 3.287 1.672 5.494
H -2.638 -3.023 6.287
H 3.810 -2.000 2.947
H 1.084 -7.009 2.598
H -6.267 -2.606 1.914
H -1.358 -4.771 -4.111
H 2.115 -5.538 4.416
H -2.727 5.511 -6.486
H 3.037 5.379 -4.644
H 1.794 -4.493 5.812
H -0.904 7.186 -1.881
H -1.866 5.040 -2.528
H -0.510 1.094 -6.363
H 3.388 0.066 -0.171
H 2.688 -1.926 0.918
H 1.099 4.002 -5.301
H 1.095 -4.495 -4.247
H -5.653 -2.235 3.541
H 4.030 0.327 4.625
H -6.264 0.624 -1.942
H 0.487 5.461 1.827
H 0.110 -1.778 5.020
H -1.710 -3.526 4.869
H 3.451 4.108 2.640
H -1.616 -1.184 -1.762
H -3.000 -0.649 0.233
H -2.756 -4.506 2.514
H 0.322 7.451 0.283
H 4.027 -3.754 2.854
H 4.005 -6.073 -0.206
H 4.237 0.481 -5.019
H 2.839 3.759 -0.679
H -3.652 4.475 -0.262
H 0.486 -5.445 -1.453
H 1.222 -0.766 4.109
H 5.731 1.959 2.682
H 3.367 -4.611 -0.977
H -1.379 2.005 -8.549
H -0.456 3.325 1.210
H -4.485 -4.701 2.202
H 5.662 0.658 -0.982
H -4.531 -1.346 -0.294
H -1.878 4.572 -4.351
H 4.522 2.203 1.401
H 4.050 -4.519 0.644
H -0.270 -6.560 -0.320
H -5.838 -0.937 2.363
H 6.082 0.864 -3.415
H 1.970 -0.116 -4.187
H -3.344 -4.543 0.856
H -3.783 0.641 -2.119
H 0.463 -5.037 4.785
H 4.691 0.617 2.161
H -3.431 -3.843 4.937
H 3.904 5.279 -2.327
H 5.014 1.733 5.080
H 1.778 -1.571 5.583
H -3.030 -2.277 -0.470
*
```